# 1
A cluster of 4 separate species, C34H51N5O11S in total, computed with ωB97M-V/def2-TZVPD.

As for the total energy: -2825.00690 a.u. The gap between HOMO and LUMO is 8.12 eV. As for the SMILES: N#C[C@H](CCCCCCCSc1nnco1)[C@H](C#N)CCC(=O)Nc1ccccc1.CCOC(=O)OC.CCOC(=O)OC.CCOC(=O)OC. For the LUMO energy, the calculation gives 0.0384 eV. The largest force on an atom is 0.238 Eh/bohr.

ORCA input file:
```
! RIJCOSX wB97M-V def2-TZVPD def2/J DEFGRID3
* xyz 0 1
N 0.906 -1.687 -3.931
C 1.471 -2.811 -3.641
C 2.303 -4.079 -2.980
C 3.317 -3.614 -1.745
C 2.511 -2.791 -0.578
C 3.303 -1.497 0.040
C 4.028 -0.527 -1.065
C 5.669 -0.581 -0.807
C 6.522 -1.182 -2.071
C 6.221 -0.471 -3.517
S 7.827 0.329 -4.173
C 8.557 -0.797 -5.492
N 7.955 -1.952 -6.271
N 9.024 -2.349 -7.080
C 10.258 -1.491 -6.846
O 9.957 -0.466 -5.820
C 3.017 -5.034 -4.102
C 4.659 -5.120 -3.996
N 5.922 -5.206 -3.662
C 2.659 -4.673 -5.660
C 3.546 -3.415 -6.263
C 2.850 -3.047 -7.733
O 2.126 -3.957 -8.417
N 3.063 -1.634 -8.228
C 2.219 -0.626 -7.474
C 0.598 -0.840 -7.221
C -0.229 0.338 -6.434
C 0.509 1.710 -5.898
C 2.124 1.874 -6.126
C 2.982 0.717 -6.910
H 1.472 -4.752 -2.448
H 3.671 -4.639 -1.245
H 4.298 -3.092 -2.120
H 1.435 -2.426 -0.880
H 2.345 -3.545 0.333
H 2.474 -0.826 0.576
H 4.016 -1.855 0.918
H 3.717 0.619 -0.978
H 3.766 -0.820 -2.193
H 5.959 -1.250 0.137
H 6.005 0.521 -0.506
H 6.441 -2.371 -2.090
H 7.671 -0.968 -1.827
H 5.386 0.377 -3.442
H 5.872 -1.337 -4.259
H 11.325 -1.566 -7.357
H 2.626 -6.146 -3.921
H 2.958 -5.625 -6.314
H 1.501 -4.516 -5.867
H 4.686 -3.645 -6.390
H 3.411 -2.424 -5.611
H 4.076 -1.384 -8.220
H 0.036 -1.823 -7.596
H -1.397 0.237 -6.229
H -0.065 2.582 -5.358
H 2.712 2.831 -5.772
H 4.158 0.802 -7.094
C -2.944 -0.811 1.843
C -1.874 -1.428 2.726
O -0.745 -0.554 2.859
C -0.917 0.508 3.682
O -1.931 0.776 4.311
O 0.223 1.244 3.668
C 0.135 2.457 4.411
H -2.526 -0.522 0.874
H -3.766 -1.514 1.682
H -3.358 0.099 2.293
H -1.508 -2.348 2.257
H -2.267 -1.702 3.711
H -0.183 2.269 5.442
H -0.552 3.148 3.915
H 1.128 2.913 4.436
C -3.412 1.369 6.721
C -3.008 2.719 6.157
O -4.086 3.662 6.248
C -4.324 4.165 7.482
O -3.709 3.893 8.503
O -5.386 5.005 7.399
C -5.813 5.521 8.657
H -4.323 1.005 6.237
H -2.614 0.634 6.576
H -3.626 1.431 7.794
H -2.774 2.609 5.093
H -2.110 3.113 6.646
H -4.987 6.004 9.190
H -6.244 4.717 9.261
H -6.588 6.270 8.473
C -11.795 3.405 5.473
C -11.046 2.199 6.013
O -9.850 1.952 5.260
C -8.818 2.795 5.503
O -8.819 3.727 6.296
O -7.788 2.448 4.692
C -6.671 3.331 4.769
H -11.994 3.288 4.404
H -12.744 3.539 6.000
H -11.209 4.324 5.588
H -11.675 1.308 5.907
H -10.815 2.306 7.079
H -6.322 3.440 5.801
H -6.936 4.303 4.345
H -5.859 2.903 4.175
*
```

# 2
A structure of composition C34H52N2O3RuSe, computed with ωB97M-V/def2-TZVPD.

As for the total energy: -4157.65094 a.u. The gap between HOMO and LUMO (spin up / spin down) is 7.32 / 5.47 eV. Its expectation value of S² is 6.03. For the LUMO energy (spin up / spin down), the calculation gives -6.4988 / -8.4114 eV. The largest force on an atom is 0.082 Eh/bohr.

ORCA input file:
```
! RIJCOSX wB97M-V def2-TZVPD def2/J DEFGRID3
* xyz 2 5
Ru -0.464 -1.415 -1.646
C -3.911 -1.261 4.811
C -3.086 -0.066 4.273
C -1.728 -0.012 5.006
C -3.861 1.331 4.504
C -3.061 -0.491 2.791
C -2.151 -1.531 2.388
C -1.963 -1.695 1.020
Se -0.568 -2.937 0.326
C 1.085 -1.920 0.725
C 1.445 -1.602 2.033
C 2.645 -0.922 2.308
C 3.496 -0.716 1.217
C 3.197 -0.955 -0.107
C 1.940 -1.613 -0.346
O 1.427 -1.745 -1.640
C 3.921 -0.194 -1.182
C 4.377 -1.116 -2.255
C 2.988 0.890 -1.659
C 5.186 0.402 -0.523
C 3.074 -0.600 3.765
C 4.261 -1.440 4.109
C 1.858 -0.601 4.721
C 3.486 0.958 3.726
C -2.680 -0.847 0.083
O -2.340 -0.876 -1.139
C -3.812 -0.064 0.473
C -3.965 0.117 1.833
C -4.585 0.748 -0.580
C -5.804 1.468 0.052
C -3.710 1.863 -1.174
C -5.137 -0.186 -1.684
H -4.269 -0.943 5.792
H -3.307 -2.156 4.988
H -4.817 -1.562 4.375
H -1.943 0.025 6.076
H -1.166 0.931 4.738
H -1.075 -0.850 4.879
H -3.872 1.515 5.553
H -4.855 1.371 4.177
H -3.313 2.170 4.133
H -1.632 -2.141 3.118
H 0.674 -1.712 2.829
H 4.489 -0.286 1.393
H 3.507 -1.495 -2.735
H 4.977 -1.965 -1.845
H 4.809 -0.520 -3.090
H 2.249 0.423 -2.285
H 3.508 1.639 -2.279
H 2.479 1.285 -0.783
H 5.733 -0.474 -0.034
H 4.991 1.199 0.186
H 5.838 0.699 -1.371
H 4.178 -2.515 4.285
H 4.750 -0.935 4.953
H 4.950 -1.245 3.414
H 1.331 -1.602 4.905
H 1.163 0.149 4.474
H 2.216 -0.351 5.752
H 4.315 0.968 3.056
H 3.800 1.419 4.639
H 2.673 1.574 3.326
H -4.698 0.808 2.181
H -5.524 2.274 0.726
H -6.447 0.739 0.499
H -6.430 1.884 -0.731
H -3.327 2.542 -0.389
H -4.272 2.402 -1.918
H -2.878 1.559 -1.725
H -5.763 -0.925 -1.213
H -4.345 -0.708 -2.159
H -5.776 0.259 -2.457
C 1.412 -2.013 -4.759
N 1.305 -0.604 -4.842
C 2.263 0.221 -5.568
C 1.507 1.231 -6.425
C 0.740 2.113 -5.535
N 0.042 1.345 -4.521
C -1.174 1.993 -4.032
C 0.269 0.043 -4.263
O -0.497 -0.598 -3.431
H 0.453 -2.396 -4.348
H 2.216 -2.324 -4.081
H 1.520 -2.432 -5.805
H 2.846 -0.411 -6.219
H 2.850 0.770 -4.844
H 0.826 0.699 -7.128
H 2.243 1.840 -6.919
H 0.045 2.662 -6.099
H 1.326 2.852 -5.002
H -1.912 1.313 -3.703
H -1.730 2.529 -4.858
H -1.034 2.744 -3.285
*
```

# 3
A structure of composition C34H52N3O3SV, computed with ωB97M-V/def2-TZVPD.

As for the total energy: -3058.75275 a.u. The gap between HOMO and LUMO (spin up / spin down) is 5.16 / 5.08 eV. Its expectation value of S² is 3.77. For the LUMO energy (spin up / spin down), the calculation gives -3.3800 / -3.5765 eV. The largest force on an atom is 0.063 Eh/bohr.

ORCA input file:
```
! RIJCOSX wB97M-V def2-TZVPD def2/J DEFGRID3
* xyz 1 4
V 0.542 -1.095 0.390
C 1.473 2.558 0.333
C 0.419 2.500 -0.654
C 0.616 1.336 -1.410
C 1.774 0.669 -0.800
C 2.341 1.500 0.212
C 3.827 1.516 0.654
C 4.302 2.975 0.688
C 4.669 0.767 -0.383
C 4.169 0.923 2.026
C 0.214 1.010 -2.876
C -1.174 0.396 -3.084
C 0.311 2.279 -3.739
C 1.216 0.026 -3.492
C -0.571 3.699 -0.699
C -0.804 4.238 0.730
C -1.955 3.380 -1.273
C 0.033 4.884 -1.477
H 1.620 3.391 1.018
H 2.382 -0.073 -1.317
H 4.070 3.485 -0.249
H 5.386 3.012 0.848
H 3.827 3.534 1.502
H 4.513 1.176 -1.383
H 4.419 -0.299 -0.410
H 5.733 0.850 -0.137
H 3.549 1.376 2.805
H 5.221 1.125 2.266
H 4.019 -0.154 2.041
H -1.962 0.931 -2.556
H -1.174 -0.639 -2.740
H -1.430 0.382 -4.151
H -0.504 2.973 -3.554
H 0.272 2.009 -4.800
H 1.252 2.802 -3.551
H 1.230 -0.936 -2.981
H 2.229 0.436 -3.479
H 0.941 -0.156 -4.536
H -1.069 3.450 1.442
H -1.616 4.977 0.718
H 0.083 4.740 1.119
H -2.404 2.506 -0.787
H -1.935 3.191 -2.344
H -2.625 4.232 -1.112
H 1.002 5.153 -1.043
H -0.624 5.763 -1.416
H 0.192 4.656 -2.530
C -2.740 1.014 1.909
C -3.395 0.061 2.661
C -2.892 -1.234 2.709
C -1.760 -1.533 1.987
N -1.140 -0.610 1.232
C -1.604 0.652 1.201
C -1.082 -2.865 1.947
C -1.555 -4.016 2.545
C -0.849 -5.199 2.391
C 0.315 -5.199 1.645
C 0.735 -4.012 1.082
N 0.054 -2.857 1.227
H -3.093 2.036 1.860
H -4.289 0.319 3.218
H -3.375 -1.996 3.308
H -1.026 1.346 0.592
H -2.473 -3.991 3.120
H -1.206 -6.113 2.850
H 0.895 -6.102 1.499
H 1.641 -3.960 0.493
O -0.237 -3.338 -3.030
C -0.610 -2.795 -1.923
O 0.124 -1.998 -1.337
C -1.960 -3.262 -1.387
N -2.537 -4.188 -2.365
C -3.847 -3.663 -2.844
C -3.814 -2.182 -2.484
C -2.988 -2.133 -1.194
H -1.729 -3.763 -0.446
H -2.614 -5.127 -2.003
H -1.021 -3.916 -3.275
H -4.669 -4.172 -2.340
H -3.953 -3.830 -3.913
H -4.816 -1.783 -2.342
H -3.332 -1.603 -3.271
H -3.614 -2.365 -0.328
H -2.517 -1.169 -1.025
C 2.376 -1.181 4.602
S 0.936 -0.787 3.661
C 0.619 0.864 4.271
O 1.438 -0.574 2.228
H 3.149 -0.453 4.357
H 2.685 -2.189 4.325
H 2.109 -1.146 5.662
H -0.360 0.886 4.752
H 0.626 1.495 3.376
H 1.397 1.177 4.966
*
```